Formula: C23H30N4O4
Source: the Open Molecules 2025 dataset
Level of theory: ωB97M-V/def2-TZVPD

```
! RIJCOSX wB97M-V def2-TZVPD def2/J DEFGRID3
* xyz 0 1
C 5.427 0.719 1.590
O -2.830 -0.762 -1.516
H 1.521 -2.058 -1.845
N -0.290 2.074 0.466
C 3.663 1.280 -0.482
H 0.163 -2.694 -0.904
H 1.767 -2.060 2.288
H 3.249 -0.627 -2.138
C -3.639 -0.481 -0.661
H 4.972 -0.970 -2.239
C 4.114 -0.952 -1.561
H 2.853 3.579 -1.644
H 3.415 -2.999 -1.771
C 5.246 -0.190 0.561
H 1.440 2.837 -0.819
C -6.830 0.147 0.359
H -4.234 0.667 0.907
H 1.243 0.242 1.481
H -0.086 -0.375 2.476
C 4.708 1.897 1.593
C 0.943 -1.919 -0.935
H 1.026 0.233 -1.061
C 3.893 -2.375 -1.015
H 4.855 -2.828 -0.771
C -2.379 1.359 0.368
C -6.116 -0.171 -0.971
H -7.791 -0.381 0.413
H 1.624 2.704 -2.587
C -1.087 3.124 0.532
H 6.120 0.499 2.388
H 0.265 -2.662 1.540
C -5.382 -1.492 0.891
H -3.299 3.358 0.509
C -0.495 -0.318 0.348
H -7.002 1.211 0.520
H -6.801 -0.620 -1.687
H -5.695 0.727 -1.422
H -4.533 -1.742 1.528
C -5.002 -1.159 -0.561
O 3.648 -2.613 1.343
N 1.780 -2.074 0.230
H -0.420 -0.493 -1.795
H 5.797 -1.117 0.572
H -4.979 -2.044 -1.197
C 0.273 -0.545 -0.955
H -6.105 -2.320 0.911
N -3.450 0.467 0.295
C -2.427 2.737 0.478
C 3.833 2.184 0.559
O 2.847 1.505 -1.559
C 0.451 -0.507 1.535
C 3.101 -2.370 0.281
O -5.976 -0.313 1.389
H 3.282 3.111 0.576
N -1.075 1.004 0.375
C 4.356 0.060 -0.469
C 2.159 2.733 -1.639
H -1.316 -1.038 0.417
H -0.679 4.112 0.613
H 4.825 2.607 2.398
C 1.058 -1.906 1.473
*
```

Computed properties:
HOMO level in eV: -8.10
SMILES: COc1ccccc1CCC(=O)N1CCC(n2nccc2NC(=O)[C@@H]2CCOC2)CC1
LUMO level in Ha: 0.019
Gap between HOMO and LUMO in hartree: 0.317
Energy above the lowest of the compared OMol25 structures with the same formula, charge and spin in kJ/mol: 111.8